[1]
37
Properties=species:S:1:pos:R:3:forces:R:3 method="wB97M-V/def2-TZVPD" de_lowest_kj_mol=0.00 gap_ev="8.3 / 6.9" multiplicity=3 energy_ev=-72809.6482 mol_weight_g_mol=374.57 s_squared=2.0064
H -3.5370 -1.8543 0.1089 0.2362 -0.0142 -0.2524
N -1.5253 -1.4254 -0.5157 -0.1251 -2.3779 1.9628
B 1.0603 -1.5511 -0.8278 0.9858 -1.1826 0.4014
N -0.3449 -2.1392 -0.4574 -1.5488 0.1271 -0.5238
C -0.6361 -3.4237 -0.1102 -0.2916 1.2613 -0.2444
Ni -1.8453 0.2036 -1.3795 -1.7719 0.1991 1.5989
H 0.1349 -4.1854 -0.1193 -0.1257 0.2543 0.1902
C -2.0036 -3.5096 0.1512 0.3116 0.0867 0.0556
H -2.5276 -4.4062 0.4302 -0.0667 0.0541 0.1369
C -2.5349 -2.2326 -0.0528 1.8181 0.0184 -0.7349
H 1.5571 -2.4552 -1.4588 0.3158 0.0947 0.1136
C -0.6144 4.6055 2.3101 0.1713 -0.0164 -1.0457
H -0.5936 5.6078 1.8857 0.0061 0.0564 0.0296
H -1.3680 4.0211 1.7827 0.1231 -0.0172 0.0600
H 0.3690 4.1521 2.1848 -0.0839 -0.0473 0.0331
N 2.0122 -1.2953 0.3957 0.0156 0.6531 0.1305
N 0.9576 -0.3709 -1.8446 -1.1904 0.8789 -1.1401
N 1.7900 -0.3494 1.3538 -0.2177 -0.1811 0.1625
N -0.2050 0.3518 -2.0577 2.7813 1.2204 -1.2800
C 3.1947 -1.9404 0.6463 -0.5558 0.7867 0.7054
C 1.8612 0.0163 -2.7766 -1.2796 0.2844 0.8451
H 3.5250 -2.6748 -0.0594 0.2777 -0.2871 0.0524
H 2.8143 -0.4718 -2.8599 0.1186 -0.0009 0.1572
C 3.7168 -1.4267 1.8297 -0.4250 0.2078 -0.2881
C 1.3159 1.0608 -3.5257 -0.2761 0.0772 0.3150
C 2.7856 -0.4237 2.2456 -0.2824 -0.9369 -1.7724
C 0.0281 1.2625 -3.0494 0.7113 -1.3243 0.5943
H 4.6378 -1.6975 2.3226 -0.0747 -0.0729 -0.1044
H 1.7952 1.6489 -4.2684 0.3229 0.1011 -0.4885
H 2.7858 0.2393 3.0996 0.0781 -0.1279 -0.0990
H -0.7596 1.9436 -3.3601 0.3046 -0.0970 0.0703
H -0.8646 4.6599 3.3403 -0.1856 0.0364 0.9362
F -3.2580 0.5566 -0.2055 0.1918 0.6828 -0.0978
B -3.4167 1.7217 1.0734 0.2238 0.3631 -0.0885
F -3.0843 2.9068 0.4492 -0.2371 -0.7290 0.0230
F -4.7382 1.5319 1.3170 0.5807 0.0825 0.2341
F -2.4844 1.3429 2.0020 -0.8364 -0.1138 -0.6480

---

[2]
9
Properties=species:S:1:pos:R:3:forces:R:3 method="wB97M-V/def2-TZVPD" de_lowest_kj_mol=0.00 total_charge=-1 gap_ev=5.1 energy_ev=-29582.9246 mol_weight_g_mol=133.58
C -1.7349 0.2597 -0.1229 1.2967 0.0271 -0.0412
C 1.8153 0.5584 0.0869 -0.4582 0.7481 0.0312
C 2.1858 -0.6915 0.0313 0.3753 -1.1044 -0.0298
C -0.5730 0.5580 -0.0660 -0.3322 -0.1591 0.0163
O 0.5830 1.1804 0.0208 0.6516 0.1392 0.0259
S 2.8371 -2.1285 -0.0073 -0.5826 0.9064 0.0074
Cl -4.9641 -0.9496 0.0378 0.0831 0.0348 -0.0363
H -2.7215 -0.1133 -0.1876 -1.1096 -0.3489 0.0489
H 2.5725 1.3264 0.2069 0.0759 -0.2432 -0.0223